Entry from OMol25: 2 unconnected molecules or ions with the total composition C3H11N3 at a distorted geometry (wB97M-V/def2-TZVPD).

Structure (ORCA input):
```
! RIJCOSX wB97M-V def2-TZVPD def2/J DEFGRID3
* xyz 0 1
C 1.011 -1.939 -0.731
N 1.578 -2.665 -1.588
C 0.850 -3.843 -2.101
H 1.599 -0.995 -0.410
H 0.028 -2.099 -0.137
H 0.470 -4.507 -1.453
H 1.665 -4.217 -2.804
H -0.003 -3.552 -2.709
N 0.145 3.731 1.378
C -0.805 2.770 0.916
N -1.226 1.685 1.754
H -0.211 4.692 1.535
H 0.150 3.423 2.341
H -1.823 3.163 0.635
H -0.589 2.144 -0.088
H -0.694 0.815 1.795
H -2.144 1.395 1.666
*
```

Properties
Kohn-Sham gap: 9.96 eV
largest force on an atom: 6.3 eV/Å
SMILES: C=NC.NCN
highest occupied orbital energy: -0.3361 Eh
E_LUMO: 0.816 eV

How positive or negative is each atom? The Löwdin charges in e answer that:
1 C -0.127
2 N -0.097
3 C -0.136
4 H 0.081
5 H 0.091
6 H 0.021
7 H 0.094
8 H 0.072
9 N -0.003
10 C -0.437
11 N -0.033
12 H 0.080
13 H 0.054
14 H 0.113
15 H 0.130
16 H 0.068
17 H 0.028

---

Entry from OMol25: 2 unconnected molecules or ions with the total composition C3H11N3 at a distorted geometry (wB97M-V/def2-TZVPD).

Structure (ORCA input):
```
! RIJCOSX wB97M-V def2-TZVPD def2/J DEFGRID3
* xyz 0 1
C 1.599 -0.056 -2.686
N 0.932 -0.069 -1.626
C -0.449 -0.885 -1.613
H 2.701 -0.012 -2.779
H 1.238 -0.070 -3.835
H -1.152 -0.731 -0.783
H -0.864 -0.412 -2.544
H -0.100 -1.927 -1.896
N 0.138 -0.155 2.729
C -1.012 0.390 1.813
N -0.339 1.371 0.964
H 0.143 0.282 3.653
H 0.125 -1.218 3.030
H -1.823 0.804 2.435
H -1.549 -0.405 1.206
H 0.409 1.067 0.322
H 0.001 2.024 1.611
*
```

Properties
Kohn-Sham gap: 9.74 eV
largest force on an atom: 4.4 eV/Å
SMILES: C=NC.NCN
highest occupied orbital energy: -0.3226 Eh
E_LUMO: 0.962 eV

How positive or negative is each atom? The Löwdin charges in e answer that:
1 C -0.153
2 N -0.096
3 C -0.060
4 H 0.060
5 H 0.102
6 H 0.031
7 H 0.066
8 H 0.086
9 N -0.053
10 C -0.318
11 N -0.022
12 H 0.027
13 H 0.087
14 H 0.091
15 H 0.087
16 H 0.039
17 H 0.028

---

Entry from OMol25: 2 unconnected molecules or ions with the total composition C3H11N3 at a distorted geometry (wB97M-V/def2-TZVPD).

Structure (ORCA input):
```
! RIJCOSX wB97M-V def2-TZVPD def2/J DEFGRID3
* xyz 0 1
H -1.384 -1.852 3.762
N -0.481 -1.608 3.272
C -0.677 -0.911 2.189
N 0.383 -0.289 1.669
H -1.665 -0.923 1.711
H 0.521 0.478 0.932
H 1.152 -0.328 2.398
C 1.554 0.789 -1.445
N 0.249 0.224 -1.167
C -1.135 0.553 -1.833
H 1.532 1.249 -2.531
H 2.233 -0.089 -1.482
H 1.939 1.434 -0.624
H 0.272 -0.783 -1.099
H -1.148 0.854 -2.866
H -1.888 -0.221 -1.601
H -1.456 1.424 -1.285
*
```

Properties
Kohn-Sham gap: 9.27 eV
largest force on an atom: 3.9 eV/Å
SMILES: [H]/N=C/N.CNC
highest occupied orbital energy: -0.3105 Eh
E_LUMO: 0.822 eV

How positive or negative is each atom? The Löwdin charges in e answer that:
1 H 0.037
2 N -0.002
3 C -0.431
4 N 0.035
5 H 0.109
6 H 0.096
7 H 0.118
8 C -0.163
9 N -0.223
10 C -0.073
11 H 0.109
12 H 0.077
13 H 0.064
14 H 0.075
15 H 0.050
16 H 0.075
17 H 0.049

---

Entry from OMol25: a gas-phase ion, C3H11N3 (charge +2) at a distorted geometry (wB97M-V/def2-TZVPD).

Structure (ORCA input):
```
! RIJCOSX wB97M-V def2-TZVPD def2/J DEFGRID3
* xyz 2 1
C -0.578 -1.869 -0.519
N 0.561 -1.091 -0.389
N 0.337 0.547 0.156
C 0.524 1.576 -0.823
C -0.849 0.770 1.244
N 0.562 0.574 1.467
H -0.932 -2.380 0.351
H -1.392 -1.373 -1.120
H -0.360 -2.786 -1.057
H 0.980 -1.274 -1.242
H 1.242 -1.427 0.326
H -0.428 1.967 -1.110
H 0.982 2.545 -0.356
H 1.072 1.352 -1.695
H -1.500 -0.093 1.458
H -1.396 1.713 1.313
H 1.176 1.248 1.996
*
```

Properties
Kohn-Sham gap: 10.20 eV
largest force on an atom: 4.6 eV/Å
SMILES: C[NH2+][N@@+]1(C)CN1
highest occupied orbital energy: -0.7672 Eh
E_LUMO: -10.676 eV

How positive or negative is each atom? The Löwdin charges in e answer that:
1 C -0.038
2 N 0.158
3 N -0.103
4 C 0.040
5 C 0.145
6 N 0.093
7 H 0.117
8 H 0.163
9 H 0.142
10 H 0.154
11 H 0.215
12 H 0.109
13 H 0.181
14 H 0.105
15 H 0.140
16 H 0.159
17 H 0.221

---

Entry from OMol25: 2 unconnected molecules or ions with the total composition C3H11N3O at a distorted geometry (wB97M-V/def2-TZVPD).

Structure (ORCA input):
```
! RIJCOSX wB97M-V def2-TZVPD def2/J DEFGRID3
* xyz 0 1
H 2.620 0.937 -0.467
N 1.614 1.024 -0.838
C 0.927 -0.049 -0.509
N 1.374 -1.017 0.388
N -0.334 -0.173 -0.994
C -1.502 -0.281 -0.125
C -2.723 -0.735 -0.925
H 1.713 -0.539 1.256
H 0.595 -1.743 0.485
H -0.434 0.511 -1.732
H -1.253 -0.932 0.610
H -1.780 0.648 0.362
H -2.773 -1.829 -1.124
H -3.674 -0.571 -0.366
H -2.872 -0.182 -1.846
O 2.673 1.336 2.142
H 3.326 1.980 2.445
H 2.502 1.613 1.238
*
```

Properties
Kohn-Sham gap: 9.83 eV
largest force on an atom: 3.2 eV/Å
SMILES: [H]/N=C(\N)NCC.O
highest occupied orbital energy: -0.3295 Eh
E_LUMO: 0.861 eV

How positive or negative is each atom? The Löwdin charges in e answer that:
1 H 0.053
2 N 0.065
3 C -0.596
4 N 0.108
5 N 0.011
6 C -0.244
7 C -0.092
8 H 0.089
9 H 0.116
10 H 0.123
11 H 0.061
12 H 0.116
13 H 0.080
14 H 0.078
15 H 0.064
16 O -0.066
17 H 0.047
18 H -0.012

---

Entry from OMol25: 2 unconnected molecules or ions with the total composition C3H11N3O at a distorted geometry (wB97M-V/def2-TZVPD).

Structure (ORCA input):
```
! RIJCOSX wB97M-V def2-TZVPD def2/J DEFGRID3
* xyz 0 1
H -0.191 -1.886 -2.369
N 0.582 -1.647 -1.617
C 0.238 -0.516 -1.162
N -1.040 0.170 -1.335
N 1.284 0.224 -0.621
C 0.942 0.842 0.732
C 1.447 2.290 0.945
H -1.115 1.145 -1.665
H -1.900 -0.277 -1.631
H 1.936 -0.512 -0.651
H -0.114 0.790 0.811
H 1.190 0.267 1.525
H 0.687 3.082 0.727
H 1.671 2.757 1.916
H 2.267 2.591 0.383
O -2.828 -2.811 1.146
H -2.168 -3.405 0.834
H -2.889 -3.104 2.032
*
```

Properties
Kohn-Sham gap: 10.02 eV
largest force on an atom: 4.1 eV/Å
SMILES: [H]/N=C(\N)NCC.O
highest occupied orbital energy: -0.3374 Eh
E_LUMO: 0.842 eV

How positive or negative is each atom? The Löwdin charges in e answer that:
1 H 0.090
2 N 0.078
3 C -0.583
4 N 0.090
5 N 0.044
6 C -0.197
7 C -0.089
8 H 0.095
9 H 0.075
10 H 0.082
11 H 0.081
12 H 0.066
13 H 0.073
14 H 0.067
15 H 0.033
16 O -0.031
17 H 0.016
18 H 0.010

---

Entry from OMol25: 3 unconnected molecules or ions with the total composition C3H11N3O at a distorted geometry (wB97M-V/def2-TZVPD).

Structure (ORCA input):
```
! RIJCOSX wB97M-V def2-TZVPD def2/J DEFGRID3
* xyz 0 1
H -2.316 -2.139 0.912
N -1.344 -1.945 0.670
N -1.261 -1.914 -0.584
N -0.037 -1.725 -1.055
H 0.770 -1.765 -0.430
H 0.009 -1.560 -2.044
C -1.592 1.323 -0.773
O -2.101 0.537 -1.563
H -1.763 1.218 0.309
H -1.321 2.355 -1.075
C 1.514 0.757 -0.040
C 1.251 0.591 1.444
H 2.128 -0.052 -0.427
H 2.067 1.672 -0.248
H 0.455 1.000 -0.559
H 0.812 1.500 1.854
H 2.174 0.376 1.986
H 0.555 -0.230 1.622
*
```

Properties
Kohn-Sham gap: 9.74 eV
largest force on an atom: 3.2 eV/Å
SMILES: [H]/N=N/N.C=O.CC
highest occupied orbital energy: -0.3374 Eh
E_LUMO: 0.560 eV

How positive or negative is each atom? The Löwdin charges in e answer that:
1 H 0.038
2 N 0.012
3 N -0.177
4 N 0.020
5 H 0.087
6 H 0.098
7 C -0.180
8 O -0.040
9 H 0.084
10 H 0.088
11 C -0.185
12 C -0.180
13 H 0.053
14 H 0.059
15 H 0.059
16 H 0.064
17 H 0.065
18 H 0.035

---

Entry from OMol25: C3H11N3O in the gas phase at a distorted geometry (wB97M-V/def2-TZVPD).

Structure (ORCA input):
```
! RIJCOSX wB97M-V def2-TZVPD def2/J DEFGRID3
* xyz 0 1
C 0.856 1.266 0.782
C -0.155 0.306 -0.488
C 0.737 0.192 -1.684
O -1.252 0.948 -0.949
N -0.500 -0.958 0.143
N 0.658 -1.506 0.581
N -1.519 -0.811 1.252
H 1.854 0.857 0.935
H 0.880 2.253 0.410
H 0.245 1.010 1.629
H 0.233 -0.610 -2.298
H 0.735 1.081 -2.203
H 1.727 -0.107 -1.250
H -1.853 0.396 -1.400
H 0.939 -1.081 1.415
H 0.466 -2.456 0.761
H -2.436 -1.078 0.950
H -1.615 0.300 1.414
*
```

Properties
Kohn-Sham gap: 9.54 eV
largest force on an atom: 4.4 eV/Å
SMILES: CC(C)(O)N(N)N
highest occupied orbital energy: -0.3184 Eh
E_LUMO: 0.872 eV

How positive or negative is each atom? The Löwdin charges in e answer that:
1 C 0.039
2 C -0.580
3 C -0.044
4 O 0.014
5 N -0.242
6 N 0.041
7 N 0.052
8 H 0.047
9 H 0.036
10 H 0.019
11 H 0.106
12 H 0.052
13 H 0.088
14 H 0.088
15 H 0.048
16 H 0.078
17 H 0.040
18 H 0.117

---

Entry from OMol25: 2 unconnected molecules or ions with the total composition C3H11N3O at a distorted geometry (wB97M-V/def2-TZVPD).

Structure (ORCA input):
```
! RIJCOSX wB97M-V def2-TZVPD def2/J DEFGRID3
* xyz 0 1
H -1.357 -2.276 0.815
N -1.302 -1.375 1.278
C -0.174 -0.894 0.969
N 0.752 -1.582 0.179
N 0.185 0.386 1.473
C -0.745 1.467 1.230
C -0.562 2.221 -0.080
H 1.677 -1.709 0.504
H 0.667 -1.693 -0.818
H 0.547 0.331 2.409
H -0.692 2.216 2.032
H -1.764 1.113 1.446
H 0.223 2.962 0.011
H -1.504 2.645 -0.395
H -0.272 1.515 -0.864
O 1.161 -1.715 -3.112
H 1.633 -1.062 -3.644
H 1.526 -2.549 -3.436
*
```

Properties
Kohn-Sham gap: 9.23 eV
largest force on an atom: 1.9 eV/Å
SMILES: [H]/N=C(\N)NCC.O
highest occupied orbital energy: -0.3169 Eh
E_LUMO: 0.604 eV

How positive or negative is each atom? The Löwdin charges in e answer that:
1 H 0.049
2 N 0.151
3 C -0.529
4 N 0.100
5 N -0.025
6 C -0.306
7 C -0.090
8 H 0.064
9 H 0.050
10 H 0.109
11 H 0.108
12 H 0.097
13 H 0.064
14 H 0.064
15 H 0.065
16 O -0.057
17 H 0.043
18 H 0.044

---

Entry from OMol25: 2 unconnected molecules or ions with the total composition C3H11N3O at a distorted geometry (wB97M-V/def2-TZVPD).

Structure (ORCA input):
```
! RIJCOSX wB97M-V def2-TZVPD def2/J DEFGRID3
* xyz 1 2
C -0.648 0.907 3.105
C 0.582 1.116 2.076
N 0.225 0.945 0.728
C 0.495 -0.089 -0.110
N 0.477 0.137 -1.452
N 0.856 -1.195 0.509
H -1.421 1.666 3.151
H -0.955 -0.030 2.567
H -0.475 0.513 4.117
H 1.523 0.641 2.394
H 0.781 2.176 2.183
H -0.200 1.786 0.329
H 0.083 1.038 -1.812
H 0.181 -0.623 -2.075
H 0.953 -1.945 -0.171
H -1.941 -1.014 -4.529
H -1.545 -2.433 -4.102
O -1.357 -1.511 -3.900
*
```

Properties
Kohn-Sham gap (spin up / spin down): 11.87 / 6.99 eV
largest force on an atom: 4.0 eV/Å
expectation value of S²: 0.773
highest occupied orbital energy (spin up / spin down): -0.5509 / -0.5371 Eh
E_LUMO (spin up / spin down): -3.118 / -7.625 eV

How positive or negative is each atom? The Löwdin charges in e answer that:
1 C -0.023
2 C -0.209
3 N 0.104
4 C -0.431
5 N 0.192
6 N 0.308
7 H 0.072
8 H 0.074
9 H 0.084
10 H 0.138
11 H 0.120
12 H 0.180
13 H 0.150
14 H 0.106
15 H 0.102
16 H 0.071
17 H 0.040
18 O -0.079

---

Entry from OMol25: 2 unconnected molecules or ions with the total composition C3H11N3O2 at a distorted geometry (wB97M-V/def2-TZVPD).

Structure (ORCA input):
```
! RIJCOSX wB97M-V def2-TZVPD def2/J DEFGRID3
* xyz 0 1
N 0.033 -3.312 1.465
C -0.838 -2.200 1.626
N -0.180 -0.877 1.299
C -0.372 -0.370 0.037
O -0.867 -1.006 -0.863
C 0.228 1.036 -0.123
N 0.710 1.440 -1.405
H 0.891 -3.202 1.986
H 0.246 -3.450 0.491
H -1.293 -2.110 2.611
H -1.685 -2.244 0.943
H 0.213 -0.455 2.127
H 0.862 1.299 0.728
H -0.625 1.664 0.206
H -0.070 1.350 -2.064
H 1.440 0.864 -1.781
O 0.882 4.361 -1.624
H 1.506 4.645 -2.279
H 0.834 3.407 -1.763
*
```

Properties
Kohn-Sham gap: 10.19 eV
largest force on an atom: 2.5 eV/Å
SMILES: NCNC(=O)CN.O
highest occupied orbital energy: -0.3485 Eh
E_LUMO: 0.703 eV

How positive or negative is each atom? The Löwdin charges in e answer that:
1 N 0.021
2 C -0.269
3 N 0.058
4 C -0.501
5 O 0.062
6 C -0.209
7 N 0.006
8 H 0.068
9 H 0.070
10 H 0.112
11 H 0.111
12 H 0.126
13 H 0.114
14 H 0.135
15 H 0.101
16 H 0.086
17 O -0.076
18 H 0.012
19 H -0.028

---

Entry from OMol25: a gas-phase ion, C3H11N3PS (charge +1) at a distorted geometry (wB97M-V/def2-TZVPD).

Structure (ORCA input):
```
! RIJCOSX wB97M-V def2-TZVPD def2/J DEFGRID3
* xyz 1 1
C 1.914 -0.376 -1.271
P 1.204 0.447 0.165
C 1.184 2.289 0.005
S 1.744 -0.362 1.819
N -0.515 0.100 -0.257
C -1.409 -0.945 0.397
N -2.637 -0.981 -0.098
N -1.196 -1.529 1.550
H 1.057 -1.018 -1.769
H 2.223 0.254 -2.068
H 2.721 -1.076 -0.998
H 1.912 2.870 0.541
H 0.936 2.587 -1.056
H 0.225 2.483 0.431
H -1.002 0.554 -1.029
H -2.968 -0.366 -0.831
H -3.414 -1.311 0.469
H -1.746 -2.065 2.074
H -0.233 -1.557 1.924
*
```

Properties
Kohn-Sham gap: 9.35 eV
largest force on an atom: 6.2 eV/Å
SMILES: CP(C)(=S)NC(N)=[NH2+]
highest occupied orbital energy: -0.4675 Eh
E_LUMO: -3.367 eV

How positive or negative is each atom? The Löwdin charges in e answer that:
1 C -0.240
2 P 0.309
3 C -0.191
4 S 0.333
5 N -0.084
6 C -0.348
7 N 0.180
8 N 0.213
9 H 0.093
10 H 0.030
11 H 0.054
12 H 0.056
13 H 0.080
14 H 0.023
15 H 0.103
16 H 0.133
17 H 0.145
18 H 0.085
19 H 0.026

---

Entry from OMol25: 2 unconnected molecules or ions with the total composition C3H11N3S at a distorted geometry (wB97M-V/def2-TZVPD).

Structure (ORCA input):
```
! RIJCOSX wB97M-V def2-TZVPD def2/J DEFGRID3
* xyz 0 1
N -1.058 0.699 2.165
C -1.813 0.765 1.137
N -1.479 1.554 0.016
N -2.991 0.051 1.045
H -0.506 1.548 2.205
H -0.549 1.360 -0.330
H -2.154 1.472 -0.729
H -3.116 -0.407 0.148
H -3.077 -0.582 1.814
C 1.509 -0.987 0.469
S 2.574 -1.667 -0.836
C 2.228 -0.451 -2.137
H 0.469 -1.042 0.157
H 1.893 -0.016 0.769
H 1.602 -1.654 1.326
H 2.820 -0.711 -3.010
H 1.169 -0.489 -2.399
H 2.479 0.558 -1.810
*
```

Properties
Kohn-Sham gap: 9.15 eV
largest force on an atom: 1.1 eV/Å
SMILES: N=C(N)N.CSC
highest occupied orbital energy: -0.3151 Eh
E_LUMO: 0.570 eV

How positive or negative is each atom? The Löwdin charges in e answer that:
1 N 0.089
2 C -0.640
3 N 0.104
4 N 0.113
5 H 0.037
6 H 0.071
7 H 0.072
8 H 0.088
9 H 0.084
10 C -0.446
11 S 0.713
12 C -0.440
13 H 0.017
14 H 0.032
15 H 0.030
16 H 0.024
17 H 0.025
18 H 0.030